C49H38Br2N5O6PS2SiSn | ωB97M-V/def2-TZVPD

Each line ends with the Mulliken charge.
Element x y z (Å)
Sn -0.469 -0.808 -0.180  2.07
N 4.193 -2.437 6.683  -0.54
C 3.412 -1.841 5.704  1.11
C 2.739 -0.642 5.968  -0.75
C 1.941 -0.058 5.005  -0.48
C 1.791 -0.677 3.771  -0.76
C 2.439 -1.871 3.499  -0.29
C 3.246 -2.452 4.459  -0.95
S 0.817 0.102 2.526  2.16
O -0.274 -0.835 2.222  -0.94
O 0.434 1.411 2.985  -0.70
N 1.618 0.090 1.105  0.63
C 2.872 0.693 1.039  -0.43
N 3.347 1.416 2.067  -0.43
C 4.559 1.935 1.951  -0.48
C 5.341 1.775 0.821  -0.95
C 4.752 1.053 -0.199  -0.15
N 3.541 0.523 -0.107  0.10
H 4.486 -1.854 7.447  0.21
H 4.875 -3.112 6.385  0.21
H 2.861 -0.166 6.936  0.28
H 1.441 0.885 5.178  0.51
H 2.316 -2.338 2.527  0.34
H 3.755 -3.387 4.250  0.30
H 4.906 2.515 2.802  0.43
H 6.333 2.195 0.735  0.42
H 5.267 0.891 -1.143  0.48
O -2.778 -2.697 -3.149  -0.71
S -1.481 -2.374 -2.621  1.25
O -1.239 -2.856 -1.230  -0.77
O -1.119 -0.947 -2.677  -0.35
C -0.276 -3.230 -3.582  0.30
C -0.687 -4.220 -4.458  -0.53
C 0.265 -4.935 -5.165  -0.67
C 1.610 -4.652 -4.985  -0.74
C 2.011 -3.652 -4.108  -0.17
C 1.073 -2.918 -3.388  -1.04
P 1.574 -1.538 -2.267  0.72
C 1.753 -0.180 -3.490  0.71
C 1.528 -0.363 -4.852  -0.82
C 1.554 0.718 -5.723  -0.68
C 1.795 1.998 -5.246  -0.64
C 1.996 2.197 -3.887  -0.68
C 1.959 1.120 -3.015  -0.24
C 3.241 -2.125 -1.821  0.46
C 4.399 -1.867 -2.543  0.02
C 5.617 -2.369 -2.108  -0.79
C 5.684 -3.136 -0.952  -0.60
C 4.528 -3.404 -0.230  -0.62
C 3.312 -2.896 -0.662  -0.53
H -1.746 -4.414 -4.572  0.57
H -0.040 -5.711 -5.855  0.41
H 2.358 -5.212 -5.532  0.43
H 3.065 -3.438 -3.991  0.41
H 1.323 -1.350 -5.247  0.33
H 1.370 0.560 -6.778  0.43
H 1.817 2.838 -5.930  0.36
H 2.161 3.196 -3.501  0.41
H 2.096 1.271 -1.957  0.42
H 4.350 -1.254 -3.439  0.45
H 6.520 -2.160 -2.671  0.41
H 6.636 -3.523 -0.612  0.39
H 4.579 -4.004 0.670  0.45
H 2.412 -3.081 -0.092  0.32
Br -2.258 2.288 4.495  -0.14
C -3.330 1.064 3.551  -0.09
C -4.391 0.469 4.267  -0.28
C -5.208 -0.429 3.661  -0.18
Br -6.678 -1.121 4.641  -0.24
C -4.971 -0.845 2.327  0.92
C -5.779 -1.768 1.629  -0.91
C -5.447 -2.110 0.356  -1.16
C -4.274 -1.577 -0.211  -0.36
N -3.501 -0.706 0.396  0.81
C -3.866 -0.290 1.639  -0.71
C -3.095 0.760 2.238  0.37
O -2.166 1.381 1.488  0.34
H -4.554 0.761 5.294  0.49
H -6.650 -2.187 2.114  0.35
H -6.052 -2.800 -0.219  0.46
H -3.975 -1.891 -1.192  0.46
C -3.026 2.023 -3.757  -0.45
C -4.072 1.958 -2.842  -0.81
C -3.845 2.233 -1.503  0.00
C -2.568 2.575 -1.047  0.47
C -1.527 2.623 -1.983  -0.28
C -1.751 2.353 -3.328  -0.11
Si -2.126 2.882 0.733  -0.20
C -3.224 4.068 1.641  0.28
C -4.616 3.943 1.667  0.22
C -5.393 4.782 2.452  -0.81
C -4.789 5.771 3.218  -0.44
C -3.409 5.920 3.195  -0.53
C -2.636 5.073 2.415  -0.18
H -3.207 1.804 -4.802  0.40
H -5.066 1.688 -3.176  0.41
H -4.678 2.176 -0.809  0.08
H -0.525 2.893 -1.656  0.29
H -0.925 2.381 -4.028  0.29
H -0.723 3.328 0.776  -0.48
H -5.105 3.175 1.077  0.13
H -6.470 4.663 2.468  0.42
H -5.394 6.426 3.834  0.38
H -2.934 6.686 3.795  0.39
H -1.554 5.181 2.416  0.31

Output
Gap between HOMO and LUMO   8.022 eV
Calculated total energy   -255921.7533 eV
E_HOMO   -8.082 eV
Energy above the lowest of the compared OMol25 structures with the same formula, charge and spin   19.1 kcal/mol

***

C49H38CdCl2N5O2P2S | ωB97M-V/def2-TZVPD

Each line ends with the Mulliken charge.
Element x y z (Å)
Cd -14.050 -1.374 -12.879  2.86
Cl -16.893 3.433 -17.826  -0.28
C -15.758 2.840 -16.523  0.73
C -14.692 0.919 -16.833  -0.61
C -14.285 0.403 -15.416  0.03
N -13.860 -0.945 -15.148  0.19
C -12.963 -1.403 -16.036  -0.53
O -12.414 -0.769 -16.953  -0.78
C -12.806 -2.903 -15.885  0.14
C -12.343 -3.571 -16.996  -0.63
C -12.315 -4.955 -17.034  -0.69
C -12.740 -5.607 -15.890  -1.06
C -13.091 -4.822 -14.823  -0.39
N -13.123 -3.516 -14.785  0.58
C -15.104 1.755 -13.893  1.98
C -15.642 3.131 -14.059  -1.05
C -15.831 3.663 -15.237  0.04
Cl -16.032 5.386 -15.426  -0.28
N -14.982 1.088 -12.570  -0.59
C -14.166 1.830 -11.827  0.00
O -13.760 2.964 -12.001  -0.74
C -13.564 1.103 -10.641  -0.23
C -13.076 1.822 -9.620  -0.54
C -12.226 1.239 -8.699  -0.52
C -11.946 -0.094 -8.832  -0.96
C -12.433 -0.769 -9.918  -0.42
N -13.227 -0.186 -10.809  0.41
H -14.634 0.179 -17.612  0.48
H -12.014 -3.007 -17.899  0.42
H -12.001 -5.507 -17.904  0.43
H -12.668 -6.693 -15.914  0.44
H -13.286 -5.286 -13.880  0.63
H -15.635 3.847 -13.220  0.34
H -13.380 2.888 -9.520  0.38
H -11.824 1.796 -7.897  0.45
H -11.286 -0.679 -8.159  0.35
H -12.261 -1.788 -10.027  0.56
S -15.066 -2.842 -10.890  -0.32
C -13.517 -3.660 -11.176  1.08
C -13.314 -4.974 -10.692  -0.91
C -12.094 -5.566 -10.949  -0.39
C -11.107 -4.742 -11.531  -0.81
C -11.376 -3.482 -11.947  -0.72
N -12.604 -2.973 -11.819  -0.23
H -14.188 -5.454 -10.233  0.34
H -11.848 -6.578 -10.775  0.48
H -10.147 -5.168 -11.619  0.39
H -10.683 -2.839 -12.513  0.42
C -17.845 -2.390 -12.852  -1.64
C -17.308 -0.943 -12.799  -0.30
P -17.046 -0.470 -14.587  -0.41
C -18.596 0.493 -14.755  0.18
C -19.582 -0.017 -15.537  -0.20
C -20.768 0.680 -15.837  -0.61
C -20.892 1.961 -15.372  -0.59
C -19.929 2.503 -14.531  -0.87
C -18.804 1.758 -14.172  -0.34
C -15.748 0.789 -14.884  0.76
C -16.065 1.354 -16.297  -1.56
C -14.340 2.454 -17.155  -0.30
C -13.196 3.024 -16.414  -1.16
C -12.922 2.591 -15.220  -1.38
C -13.703 1.534 -14.549  0.48
P -16.484 -3.362 -13.691  2.25
C -16.543 -5.024 -12.864  0.39
C -17.133 -5.310 -11.625  -0.56
C -17.124 -6.617 -11.108  -0.84
C -16.527 -7.635 -11.847  -0.62
C -15.916 -7.363 -13.060  -0.88
C -15.921 -6.051 -13.564  -0.63
C -17.121 -3.891 -15.299  0.04
C -18.081 -4.859 -15.386  -0.34
C -18.330 -5.537 -16.573  -0.79
C -17.518 -5.251 -17.680  -0.61
C -16.633 -4.191 -17.652  -0.98
C -16.436 -3.511 -16.456  0.20
H -18.768 -2.438 -13.462  0.40
H -18.048 -2.897 -11.901  0.58
H -16.410 -0.933 -12.160  -0.20
H -18.007 -0.289 -12.274  0.88
H -19.447 -0.931 -16.052  0.41
H -21.519 0.165 -16.421  0.42
H -21.732 2.549 -15.672  0.39
H -20.107 3.460 -14.050  0.42
H -18.012 2.136 -13.498  0.39
H -16.970 0.963 -16.833  0.86
H -14.251 2.726 -18.219  0.57
H -12.623 3.835 -16.865  0.35
H -12.076 3.029 -14.678  0.41
H -13.054 1.120 -13.820  0.19
H -17.625 -4.529 -11.091  0.20
H -17.446 -6.862 -10.100  0.36
H -16.467 -8.648 -11.534  0.41
H -15.439 -8.120 -13.618  0.49
H -15.538 -5.883 -14.572  0.44
H -18.644 -5.145 -14.481  0.33
H -19.060 -6.354 -16.649  0.35
H -17.611 -5.855 -18.572  0.37
H -16.040 -3.943 -18.498  0.50
H -15.697 -2.723 -16.357  0.31

Output
Gap between HOMO and LUMO   7.366 eV
Charge   -1
Calculated total energy   -121997.4850 eV
E_HOMO   -5.015 eV
Energy above the lowest of the compared OMol25 structures with the same formula, charge and spin   40.0 kcal/mol

***

C49H38Cl3N4O2PS5Sc | ωB97M-V/def2-TZVPD

Each line ends with the Mulliken charge.
Element x y z (Å)
Sc -0.499 0.332 -0.969  0.49
N -0.315 -2.009 2.944  1.02
C -0.403 -1.167 4.074  -0.44
C -0.702 -1.705 5.312  -0.82
C -0.818 -0.875 6.421  -0.69
C -0.657 0.493 6.280  -0.96
C -0.369 1.031 5.031  -0.72
C -0.222 0.201 3.934  1.16
S 0.219 0.909 2.378  -0.18
N -0.068 -0.366 1.280  1.26
C -0.246 -1.577 1.661  -1.33
C -0.397 -2.595 0.582  0.61
C -0.541 -3.954 0.825  -0.95
C -0.625 -4.821 -0.251  -1.06
C -0.563 -4.307 -1.533  -1.01
C -0.435 -2.937 -1.687  -0.84
N -0.354 -2.098 -0.658  1.59
H -0.419 -2.992 3.112  0.02
H -0.848 -2.775 5.412  0.47
H -1.044 -1.302 7.388  0.43
H -0.758 1.146 7.136  0.45
H -0.256 2.102 4.906  0.53
H -0.586 -4.360 1.825  0.55
H -0.737 -5.884 -0.085  0.48
H -0.619 -4.946 -2.403  0.54
H -0.375 -2.485 -2.669  0.58
O -2.001 -0.340 -2.168  -0.51
N -2.013 -0.513 -3.483  0.41
C -3.196 -0.843 -4.047  -0.29
C -3.299 -1.016 -5.398  -0.96
C -2.156 -0.838 -6.184  -0.35
C -0.966 -0.505 -5.588  -1.16
C -0.873 -0.334 -4.197  0.72
S 0.585 0.032 -3.375  -0.63
H -4.006 -0.941 -3.340  0.53
H -4.253 -1.279 -5.829  0.45
H -2.208 -0.963 -7.257  0.43
H -0.064 -0.365 -6.166  0.56
Cl 1.397 2.269 -0.474  0.35
C 2.989 1.922 0.180  0.50
C 3.672 3.007 0.703  -0.81
C 4.937 2.802 1.228  -0.65
C 5.497 1.531 1.225  -0.87
C 4.791 0.465 0.697  -0.15
C 3.514 0.639 0.158  -0.98
P 2.544 -0.742 -0.534  2.40
C 3.445 -1.147 -2.063  0.22
C 4.407 -0.305 -2.612  -0.82
C 4.965 -0.589 -3.852  -0.80
C 4.574 -1.719 -4.552  -0.72
C 3.610 -2.562 -4.016  -0.90
C 3.039 -2.269 -2.790  -0.23
C 2.963 -2.073 0.652  0.15
C 2.723 -1.814 2.004  -0.39
C 2.935 -2.792 2.962  -0.47
C 3.384 -4.051 2.583  -0.87
C 3.633 -4.315 1.245  -0.69
C 3.428 -3.333 0.284  -0.74
H 3.217 3.988 0.698  0.55
H 5.484 3.639 1.642  0.41
H 6.486 1.372 1.635  0.45
H 5.227 -0.526 0.699  0.53
H 4.727 0.581 -2.079  0.41
H 5.710 0.077 -4.267  0.44
H 5.014 -1.940 -5.516  0.41
H 3.294 -3.442 -4.562  0.44
H 2.261 -2.915 -2.400  0.43
H 2.386 -0.830 2.315  0.29
H 2.757 -2.567 4.006  0.53
H 3.556 -4.816 3.329  0.43
H 4.004 -5.286 0.943  0.48
H 3.652 -3.554 -0.750  0.43
Cl -0.990 3.055 -2.578  0.06
C 0.108 3.495 -3.903  -0.35
Cl 1.530 4.375 -3.337  -0.16
H -0.445 4.133 -4.580  0.46
H 0.437 2.574 -4.370  0.06
O -1.768 1.365 -0.063  1.09
C -2.830 2.090 0.508  2.84
C -3.833 1.136 1.134  -1.10
C -5.163 1.343 1.336  -0.55
C -5.787 0.289 2.061  -0.86
C -4.913 -0.696 2.394  -0.67
S -3.331 -0.351 1.833  0.52
C -3.560 2.925 -0.532  -0.57
C -3.803 4.265 -0.531  -0.54
C -4.550 4.700 -1.661  -0.76
C -4.872 3.673 -2.489  -0.60
S -4.279 2.177 -1.909  -0.02
C -2.249 2.977 1.597  -0.70
C -2.591 3.041 2.914  -0.64
C -1.770 3.937 3.656  -0.91
C -0.822 4.531 2.883  -0.59
S -0.922 4.018 1.254  0.14
H -5.679 2.225 0.982  0.58
H -6.837 0.267 2.311  0.48
H -5.115 -1.614 2.923  0.48
H -3.465 4.924 0.255  0.64
H -4.834 5.727 -1.839  0.43
H -5.428 3.716 -3.413  0.50
H -3.395 2.461 3.343  0.59
H -1.891 4.132 4.712  0.50
H -0.083 5.258 3.180  0.51

Output
Gap between HOMO and LUMO   7.008 eV
Charge   +1
Calculated total energy   -183217.5663 eV
E_HOMO   -9.788 eV
Energy above the lowest of the compared OMol25 structures with the same formula, charge and spin   0.0 kcal/mol

***

C49H38CrN3O2P2Si | ωB97M-V/def2-TZVPD

Each line ends with the Löwdin spin population.
Element x y z (Å)
Cr -0.439 0.078 -0.070  3.13
C 3.268 -0.834 1.217  -0.02
Si 1.951 -0.121 0.068  -0.12
C 1.345 1.542 0.929  -0.02
C 1.982 2.744 0.598  -0.01
C 1.869 3.855 1.418  0.00
C 1.140 3.780 2.600  0.00
C 0.505 2.601 2.957  0.00
C 0.574 1.494 2.111  0.00
P -0.255 -0.098 2.450  -0.02
C -2.037 0.237 2.751  0.00
C -2.609 1.457 3.099  0.00
C -3.977 1.545 3.316  0.00
C -4.786 0.423 3.197  0.00
C -4.225 -0.798 2.855  0.00
C -2.860 -0.886 2.627  0.00
C 0.309 -0.461 4.158  -0.01
C 1.591 -0.071 4.548  0.00
C 1.938 -0.084 5.889  0.00
C 1.020 -0.502 6.842  0.00
C -0.216 -0.989 6.443  0.00
C -0.573 -0.980 5.104  0.00
C 2.669 0.343 -1.616  -0.02
C 4.046 0.373 -1.839  -0.01
C 4.557 0.712 -3.082  0.00
C 3.697 1.003 -4.132  0.00
C 2.326 0.964 -3.934  0.00
C 1.812 0.639 -2.681  0.00
P 0.009 0.626 -2.405  -0.01
C -0.680 -0.303 -3.810  0.00
C -0.965 -1.659 -3.654  0.00
C -1.482 -2.392 -4.709  0.00
C -1.705 -1.781 -5.934  0.00
C -1.405 -0.436 -6.102  0.00
C -0.902 0.306 -5.045  0.00
C -0.494 2.341 -2.756  0.00
C 0.392 3.401 -2.579  0.00
C -0.054 4.709 -2.718  0.00
C -1.378 4.963 -3.044  0.00
C -2.259 3.909 -3.249  0.00
C -1.823 2.603 -3.096  0.00
H 3.984 -0.054 1.481  0.00
H 3.811 -1.645 0.730  0.00
H 2.830 -1.224 2.137  0.00
H 2.612 2.790 -0.283  0.00
H 2.378 4.773 1.155  0.00
H 1.087 4.636 3.260  0.00
H -0.012 2.529 3.906  0.00
H -2.002 2.344 3.222  0.00
H -4.407 2.497 3.601  0.00
H -5.848 0.501 3.392  0.00
H -4.844 -1.683 2.766  0.00
H -2.416 -1.844 2.377  0.00
H 2.309 0.267 3.812  0.00
H 2.923 0.245 6.188  0.00
H 1.268 -0.449 7.893  0.00
H -0.918 -1.367 7.175  0.00
H -1.543 -1.356 4.810  0.00
H 4.725 0.125 -1.032  0.00
H 5.627 0.741 -3.235  0.00
H 4.092 1.251 -5.108  0.00
H 1.655 1.177 -4.756  0.00
H -0.762 -2.140 -2.708  0.00
H -1.707 -3.442 -4.580  0.00
H -2.106 -2.352 -6.760  0.00
H -1.565 0.041 -7.059  0.00
H -0.692 1.358 -5.185  0.00
H 1.431 3.199 -2.354  0.00
H 0.643 5.527 -2.593  0.00
H -1.722 5.984 -3.148  0.00
H -3.284 4.108 -3.535  0.00
H -2.510 1.780 -3.260  0.00
O -6.999 2.493 -1.134  0.00
N -6.927 1.315 -0.849  0.00
O -7.864 0.575 -0.651  0.00
C -5.578 0.713 -0.757  0.00
C -5.512 -0.627 -0.932  0.00
C -4.275 -1.330 -0.858  0.00
C -4.151 -2.719 -1.013  0.02
C -2.919 -3.301 -0.807  0.00
C -1.825 -2.496 -0.510  0.03
N -1.898 -1.169 -0.427  0.00
C -3.120 -0.594 -0.578  0.01
C -3.188 0.821 -0.401  0.01
N -2.008 1.427 -0.131  0.01
C -1.999 2.736 0.055  0.01
C -3.158 3.503 0.010  0.00
C -4.368 2.904 -0.251  0.01
C -4.409 1.513 -0.483  0.00
H -6.425 -1.174 -1.122  0.00
H -5.020 -3.310 -1.275  0.00
H -2.793 -4.371 -0.881  0.00
H -0.842 -2.924 -0.349  0.00
H -1.035 3.198 0.245  0.00
H -3.101 4.568 0.183  0.00
H -5.273 3.487 -0.291  0.00

Output
Multiplicity   4
Gap between HOMO and LUMO (alpha / beta)   7.249 / 6.469 eV
Charge   +2
Calculated total energy   -114858.4458 eV
E_HOMO (alpha / beta)   -13.463 / -12.953 eV